Density functional theory data (ωB97M-V with the def2-TZVPD basis set) for a molecular structure, C26H26N7O5W.

Results
Charge: +1
Kohn-Sham gap (alpha / beta) (eV): 6.9 / 6.9
Total energy (eV): -49874.1261

The geometry in XYZ format:
```
65
Properties=species:S:1:pos:R:3:forces:R:3
W -0.440256 -0.279981 0.064357 0.041 -0.263 0.311
C 3.774809 2.893324 1.923991 0.002 0.003 0.003
C 4.018856 1.555550 1.641211 0.005 -0.004 -0.012
C 3.187158 0.864009 0.772603 0.021 0.014 0.003
C 2.105373 1.514774 0.193881 0.004 0.000 0.010
C 1.878118 2.860967 0.447386 -0.009 -0.018 -0.004
C 2.712006 3.548928 1.317009 0.000 -0.003 0.002
N 1.211665 0.752199 -0.629843 0.010 -0.073 -0.007
C 1.426798 0.750167 -1.972188 -0.008 0.042 -0.010
C 2.331601 1.561820 -2.695245 -0.007 -0.009 0.008
C 2.438204 1.380718 -4.047927 -0.006 -0.007 -0.008
C 1.679909 0.402089 -4.731808 0.004 0.005 0.004
C 0.808877 -0.405529 -4.053291 0.004 0.010 0.010
C 0.670059 -0.208023 -2.668263 -0.029 -0.016 0.025
N -0.060619 -0.978778 -1.798693 0.062 0.063 -0.166
N -0.495215 -2.173310 -2.235838 -0.012 -0.050 0.079
C -0.649318 -2.974679 -1.178999 0.014 0.015 -0.078
C -0.939753 -4.356435 -1.329226 -0.005 0.004 0.018
C -0.921130 -5.156138 -0.232118 0.008 -0.001 -0.005
C -0.599234 -4.601668 1.031944 -0.005 0.005 -0.001
C -0.379610 -3.266491 1.134837 -0.007 -0.009 0.014
N -0.469728 -2.424412 0.057112 0.046 0.109 -0.056
H 4.413583 3.425348 2.615927 0.000 0.002 0.002
H 4.849483 1.043540 2.108432 0.002 0.001 0.002
H 3.346444 -0.186963 0.568685 0.000 0.002 -0.005
H 1.037922 3.366590 -0.012987 -0.002 0.008 0.001
H 2.520835 4.591478 1.532650 0.001 0.002 -0.001
H 2.928315 2.299282 -2.176662 0.001 -0.002 -0.009
H 3.127179 1.997322 -4.609570 0.001 -0.001 -0.003
H 1.802318 0.286202 -5.799629 0.003 0.002 -0.002
H 0.241970 -1.184061 -4.543102 0.000 -0.001 -0.002
H -1.119015 -4.731319 -2.326410 0.000 -0.001 0.000
H -1.112013 -6.216538 -0.325239 -0.003 0.001 0.001
H -0.504026 -5.224614 1.908820 0.000 -0.004 -0.003
H -0.079423 -2.806934 2.066037 -0.009 -0.014 -0.018
N -1.262031 1.505269 -1.063622 -0.008 0.043 -0.028
C -2.676876 1.511219 -1.478577 0.018 0.042 0.008
C -2.959676 0.105801 -1.924978 0.010 -0.013 -0.033
N -2.561206 -0.792379 -0.813197 -0.040 -0.056 0.022
C -3.646154 -0.977466 0.192935 -0.019 -0.003 0.000
C -3.259414 -0.304586 1.486490 -0.031 0.008 0.008
N -1.910664 -0.795232 1.792805 0.037 -0.040 0.011
H -1.068429 2.264538 -0.413415 0.038 -0.005 -0.006
H -0.666202 1.647022 -1.881752 -0.012 -0.001 -0.008
H -2.854717 2.236292 -2.272492 -0.001 0.000 0.001
H -3.292754 1.791611 -0.624005 0.000 -0.004 -0.008
H -2.347086 -0.148886 -2.790936 0.001 0.007 -0.001
H -4.005520 -0.050195 -2.191640 0.007 0.000 0.004
H -2.391955 -1.693895 -1.257634 -0.021 -0.020 -0.014
H -3.772053 -2.049038 0.361172 0.004 -0.002 0.005
H -4.590537 -0.593470 -0.192124 0.001 -0.002 0.003
H -3.973952 -0.536862 2.277898 0.002 0.003 0.000
H -3.203408 0.779339 1.385964 -0.001 -0.007 -0.003
H -1.947113 -1.791386 1.999668 -0.005 0.011 -0.002
H -1.542395 -0.339095 2.625236 0.006 0.001 -0.006
O 1.945946 1.936870 5.388388 0.011 0.000 -0.019
C 1.445430 1.501290 4.401041 -0.048 0.006 0.026
C 0.415694 2.226576 3.492562 0.018 -0.018 -0.026
O -0.047192 3.322830 3.646398 0.012 -0.025 0.007
C 0.164499 1.257749 2.414762 -0.044 0.111 -0.018
C 0.880781 0.112777 2.556595 0.020 -0.001 0.031
O 0.816723 -0.776939 1.576715 -0.159 0.052 -0.117
C 1.714787 0.108652 3.768428 -0.008 0.011 -0.021
O 2.444569 -0.746462 4.184782 0.001 0.005 0.001
O -0.591237 1.369621 1.334690 0.085 0.088 0.080
```
Positions in Å, forces in eV/Å.



Density functional theory data (ωB97M-V with the def2-TZVPD basis set) for 13 unconnected molecules or ions with the total composition C25H62N13O26P.

Results
Kohn-Sham gap (eV): 7.4
Total energy (eV): -108787.3681

The geometry in XYZ format:
```
127
Properties=species:S:1:pos:R:3:forces:R:3
C -2.418574 1.227437 -3.493082 -0.060 -0.253 0.241
C -1.813337 -0.182123 -3.640001 -0.534 1.177 -0.564
O -1.200775 -0.542234 -2.420732 -0.106 -0.525 -0.192
C -1.242214 -1.932137 -2.093071 0.341 0.527 0.079
C -1.851840 -2.100162 -0.696975 -0.382 -0.770 -0.413
O -0.943462 -2.539630 0.292818 0.136 0.356 -0.082
C 0.083038 -1.584383 0.542256 0.232 -0.246 0.412
P -0.467961 0.044228 1.353300 0.220 0.511 -0.105
C -0.824670 1.780185 2.029935 0.330 0.703 -0.534
C 0.131189 2.873691 1.422199 0.107 -1.040 0.527
C 0.725234 2.499434 0.060807 -0.074 1.045 0.057
C 1.450285 3.669098 -0.609739 -0.721 -0.551 -0.658
N 2.093887 3.198353 -1.838794 0.554 0.305 0.541
C 3.186859 3.752823 -2.449779 0.278 1.638 1.479
C 3.465483 3.088038 -3.561038 0.430 -1.749 -2.459
C 2.518514 2.016736 -3.682654 1.027 0.913 -0.318
C 1.729504 2.142097 -2.600292 -1.706 -1.455 -0.062
H -2.429681 1.461513 -2.427611 0.192 0.246 -0.006
H -1.877617 1.980432 -4.062864 0.134 0.088 0.198
H -3.456267 1.248690 -3.814837 0.301 0.013 0.024
H -1.109861 -0.142378 -4.480514 0.240 -0.378 0.173
H -2.627714 -0.851704 -3.928900 0.145 -0.339 0.270
H -0.218772 -2.315624 -2.137588 -0.009 -0.128 0.233
H -1.801635 -2.508773 -2.830818 -0.223 0.197 -0.090
H -2.622190 -2.871773 -0.760769 0.094 -0.135 0.175
H -2.382371 -1.186025 -0.431353 0.161 0.157 0.035
H 0.653158 -1.351554 -0.372445 -0.135 0.145 -0.055
H 0.804269 -2.053832 1.217448 -0.135 -0.151 0.087
H -1.267993 -0.613075 2.324687 -0.063 -0.043 -0.134
H -1.087122 0.427382 0.127116 -0.109 -0.016 0.107
H 0.918172 0.248643 1.698507 0.027 -0.223 0.009
H -1.829724 2.092911 1.750594 -0.236 -0.400 0.153
H -0.743508 1.813537 3.119349 -0.055 -0.100 0.032
H -0.440313 3.797005 1.336399 0.171 0.201 0.038
H 0.940555 3.011379 2.143938 0.084 0.320 -0.136
H 1.447779 1.691480 0.116121 -0.168 -0.313 0.070
H -0.105201 2.236464 -0.591068 0.097 -0.355 -0.177
H 0.689763 4.389350 -0.923132 0.126 0.342 0.344
H 2.180252 4.133854 0.048129 0.126 0.033 -0.068
H 3.738255 4.604103 -2.079162 -0.301 0.046 0.333
H 4.244369 3.285716 -4.279349 0.171 0.179 0.186
H 2.419695 1.274241 -4.450608 0.079 -0.091 -0.104
H 0.908862 1.461761 -2.432929 -0.198 0.319 0.625
C 3.424868 8.216968 -1.275919 -0.073 -0.359 -0.264
N 4.823000 7.711630 -1.365992 -0.143 -0.034 -0.001
O 5.067249 6.861203 -2.200753 0.056 -0.024 0.022
O 5.629897 8.185608 -0.595887 0.022 -0.038 -0.022
H 2.825553 7.703412 -2.020242 0.082 -0.034 -0.025
H 3.067990 8.007360 -0.271902 0.074 0.147 0.051
H 3.447003 9.279689 -1.463569 0.036 0.066 0.105
C 1.500081 -4.906233 -1.658552 -0.218 -0.015 0.097
N 1.800614 -5.910388 -2.716714 -0.073 0.041 0.033
O 0.923585 -6.697276 -3.012828 0.051 -0.015 -0.015
O 2.907040 -5.873502 -3.210786 -0.011 -0.028 -0.013
H 0.484753 -5.058126 -1.310470 0.012 -0.023 -0.010
H 2.212123 -5.057073 -0.853471 0.080 0.101 -0.060
H 1.616248 -3.920849 -2.099642 0.141 -0.011 0.025
C 0.990335 12.331948 -0.056923 -0.305 0.129 0.023
N 1.859486 11.314493 -0.700983 -0.086 0.142 0.079
O 1.558155 10.926542 -1.811582 0.064 -0.070 0.028
O 2.823686 10.931923 -0.066811 -0.068 0.191 -0.009
H 0.182092 12.574554 -0.737525 0.071 -0.049 -0.080
H 0.612750 11.894161 0.868955 0.206 0.204 -0.225
H 1.605120 13.204764 0.143979 0.054 -0.067 0.076
C 1.304265 -6.912749 2.092439 0.456 0.012 0.198
N 1.846983 -5.526119 2.156869 0.068 -0.188 -0.043
O 2.896162 -5.345681 2.751362 -0.129 0.120 -0.077
O 1.202973 -4.657494 1.610043 0.064 0.023 0.010
H 1.982911 -7.572900 2.623109 0.032 0.056 0.004
H 0.331464 -6.899394 2.559687 -0.114 0.094 -0.093
H 1.230304 -7.188385 1.045236 -0.161 0.079 -0.007
C -5.615121 3.291047 0.370029 -0.088 -0.102 -0.141
N -4.525101 2.839979 1.278614 -0.058 -0.028 -0.084
O -4.161891 1.685300 1.192892 -0.043 0.004 0.029
O -4.072588 3.665295 2.043779 0.017 -0.021 0.004
H -5.914437 2.454145 -0.249937 0.059 -0.031 0.034
H -6.437007 3.631728 0.992515 0.059 0.094 0.016
H -5.220936 4.103322 -0.233313 -0.015 0.061 0.082
C 1.688714 5.329549 -5.099832 0.142 0.084 0.052
N 0.819189 6.519547 -5.318838 0.070 -0.048 -0.021
O 1.310021 7.617604 -5.155059 -0.064 0.008 0.015
O -0.330815 6.307350 -5.645905 0.004 0.033 0.007
H 2.676169 5.670064 -4.814633 -0.037 0.071 0.016
H 1.240699 4.735550 -4.308707 -0.044 -0.075 -0.085
H 1.722842 4.773494 -6.031887 -0.116 -0.061 0.040
C -6.046464 0.526944 -6.775764 -0.025 -0.200 -0.069
N -5.239684 0.934373 -5.592320 -0.093 -0.193 -0.110
O -4.892244 0.060893 -4.819031 -0.328 0.012 -0.199
O -4.987835 2.113782 -5.483861 -0.048 -0.002 0.068
H -6.192309 -0.546220 -6.740155 0.040 0.009 0.060
H -6.994361 1.053368 -6.719106 0.055 0.092 -0.038
H -5.492331 0.817793 -7.663198 -0.040 0.105 0.018
C -3.318677 -8.598810 1.919367 -0.041 -0.135 -0.149
N -1.969414 -7.992935 2.077048 0.189 -0.016 -0.001
O -0.985342 -8.637856 1.776445 -0.431 0.195 -0.039
O -1.938931 -6.853921 2.506708 -0.030 0.039 0.099
H -3.210246 -9.598991 1.530395 0.092 -0.068 -0.003
H -3.782630 -8.609518 2.900952 0.007 0.092 -0.005
H -3.873219 -7.966591 1.231592 0.004 0.101 0.111
C -0.022704 -12.466146 1.069262 0.131 -0.140 -0.010
N -1.134470 -12.229040 2.029358 -0.002 -0.047 0.025
O -1.355979 -13.080567 2.860939 -0.027 0.053 0.009
O -1.742041 -11.183222 1.908810 -0.029 -0.458 -0.004
H 0.426597 -13.426158 1.294093 -0.050 0.000 0.054
H -0.447317 -12.456349 0.069905 0.004 0.114 0.008
H 0.692719 -11.658921 1.195774 -0.077 0.066 -0.058
C -0.497755 -5.779236 5.660933 -0.030 0.200 0.035
N -0.680917 -7.096926 6.328292 0.025 0.026 0.013
O -0.836601 -7.104803 7.530288 -0.012 -0.046 -0.037
O -0.663697 -8.075758 5.610613 -0.027 0.010 -0.004
H -0.535380 -4.997830 6.410927 -0.003 -0.076 0.064
H 0.469200 -5.796289 5.165350 -0.047 -0.059 -0.080
H -1.302941 -5.668801 4.939553 0.090 -0.060 -0.103
C 4.253671 -6.321306 5.379874 0.044 -0.037 -0.137
N 3.845572 -7.519265 6.163909 0.025 0.040 -0.037
O 3.269231 -8.408727 5.569527 -0.020 0.000 0.037
O 4.115976 -7.523840 7.345580 -0.020 -0.037 -0.017
H 3.947326 -6.460055 4.352959 -0.026 -0.032 0.016
H 3.760453 -5.459193 5.819299 0.087 0.005 0.076
H 5.333361 -6.232146 5.456941 -0.020 0.047 0.140
C 0.876515 9.389094 4.344446 0.080 -0.184 -0.068
N 0.550118 10.554511 3.478242 0.038 -0.078 0.010
O 0.732618 10.437417 2.280936 -0.072 -0.191 0.247
O 0.124380 11.545866 4.025701 -0.006 0.026 -0.036
H 1.243841 8.585753 3.716954 -0.008 0.053 -0.051
H 1.635099 9.712111 5.050866 -0.078 0.051 0.052
H -0.035936 9.100274 4.857253 0.016 0.087 0.066
```
Positions in Å, forces in eV/Å.